# 1
The following is a DFT calculation (wB97M-V/def2-TZVPD) of a 40-piece molecular cluster, H80O40 overall at a distorted geometry.

The HOMO energy is -11.224 eV. The calculation puts the LUMO energy at -1.075 eV. The spin multiplicity is 1. The relative energy (zero: lowest compared OMol25 entry of this formula, charge and spin) is 1513.0 kJ/mol. The gap between HOMO and LUMO comes out at 10.15 eV.

Last column: Löwdin charge in e.
Element x y z (Å)
H: -1.8730 -4.3932 -2.8665  -0.04
H: -1.3517 -4.8425 -4.3116  0.05
O: -1.2831 -4.2637 -3.5692  -0.02
H: -0.8480 1.8048 -2.9083  0.05
H: -1.5534 2.9742 -2.6422  0.02
O: -1.0565 2.3975 -2.1252  -0.07
H: -2.3058 2.6818 -0.1683  0.09
H: -3.5260 3.0425 0.7983  0.05
O: -2.7063 2.5311 0.7786  -0.08
H: 1.1365 3.9404 1.7061  -0.04
H: 0.9259 2.9465 2.6403  0.02
O: 0.5372 3.8299 2.4434  -0.06
H: -4.1143 -1.8587 0.1758  0.09
H: -3.0223 -1.2020 -0.9002  -0.03
O: -3.5738 -1.0491 -0.1462  -0.07
H: -0.0601 2.8662 -4.7638  0.05
O: -0.5159 2.8710 -5.6887  -0.10
H: 5.1433 -2.0945 3.1163  -0.05
O: 5.7542 -1.4459 3.1182  0.03
H: 0.3358 -5.6265 0.1787  0.12
H: 0.2342 -4.0618 0.0954  0.04
O: -0.2780 -4.8494 0.4501  -0.12
H: 2.9442 3.9451 0.4896  0.05
H: 3.0751 2.9211 1.5873  0.10
O: 2.9584 3.9555 1.5174  -0.12
H: 2.5631 1.9599 4.9245  0.11
H: 1.3928 3.0283 5.0418  -0.02
O: 1.5003 2.1122 5.1406  -0.10
H: 1.8465 -2.1470 2.7201  0.11
H: 2.4534 -3.6801 2.5943  0.04
O: 2.6995 -2.7569 2.6535  -0.09
H: -1.3189 6.0537 0.3349  -0.01
O: -2.1471 6.3532 0.5701  0.06
H: -4.2868 -0.2876 -2.3743  0.01
H: -5.7989 0.0383 -2.1560  0.11
O: -5.0394 0.1141 -2.8914  -0.12
H: -0.3589 -0.6421 -3.8089  0.08
H: -0.7492 -2.3186 -4.0848  0.06
O: -0.2592 -1.5009 -4.4645  -0.17
H: -2.1684 -3.9534 -0.8073  -0.04
H: -3.3921 -4.8569 -1.2916  0.09
O: -2.8334 -4.0754 -1.3790  0.01
H: 4.3943 0.6340 4.7965  0.05
H: 4.6515 0.9310 3.2704  0.13
O: 4.3822 1.4253 4.2188  -0.13
H: 0.9734 0.3417 -2.6539  0.06
H: 0.9390 0.9622 -4.0708  0.03
O: 0.4050 0.7743 -3.2940  -0.05
H: 0.2522 5.2168 -3.2354  -0.09
H: 0.1540 4.2573 -2.1078  0.04
O: -0.2919 4.7636 -2.8206  0.05
H: 2.8655 0.1236 0.0295  0.08
O: 2.5467 0.1870 -0.9331  -0.07
H: 3.0288 -3.5582 0.0908  0.07
H: 2.0173 -2.9515 0.9076  -0.08
O: 2.0949 -3.5758 0.2896  0.00
H: 3.4879 -2.0917 -4.5957  -0.05
O: 2.7691 -1.5870 -4.7168  -0.04
H: 1.6344 -4.0129 -3.0613  0.07
H: 2.4624 -5.1703 -3.6726  -0.08
O: 2.4503 -4.3427 -3.5243  0.03
H: 1.3865 0.1928 2.1779  0.01
H: 1.9911 0.9910 3.4305  -0.01
O: 2.1609 0.4568 2.6549  -0.04
H: -0.9034 -2.7885 1.9047  0.10
H: -0.6992 -1.5127 2.6800  0.03
O: -0.1229 -2.1517 2.1941  -0.10
H: -5.3600 3.2318 -2.0600  0.13
H: -4.8713 4.2588 -1.0213  0.01
O: -4.6320 4.0413 -1.9395  -0.13
H: -3.6602 -2.8857 3.2382  0.04
H: -3.7856 -4.1410 3.8604  0.09
O: -4.2504 -3.6954 2.9971  -0.17
H: 0.6716 2.8779 -0.2558  0.00
H: 1.9396 2.3341 -1.0586  0.07
O: 1.5874 2.7900 -0.2881  -0.03
H: 1.6905 2.5142 -5.6269  0.00
H: 2.2821 1.2593 -5.0597  0.10
O: 2.0707 2.2240 -4.8429  -0.04
H: 2.1285 4.8616 -0.2343  -0.08
H: 1.2089 6.0065 -0.0827  0.07
O: 2.0098 5.7075 -0.5812  -0.02
H: 3.2086 -2.6083 4.2352  0.00
H: 3.0048 -1.8630 5.6151  0.06
O: 3.2270 -2.7897 5.2507  -0.14
H: 4.5078 -1.2787 -0.8064  -0.02
H: 5.4402 -0.1079 -1.3704  0.10
O: 5.3454 -1.1337 -1.2598  -0.10
H: -0.5750 3.0723 5.6757  0.07
O: -0.4867 4.0737 5.4893  -0.10
H: -1.9630 3.1611 2.9766  -0.05
H: -1.6404 1.8650 3.7076  0.13
O: -2.4113 2.5304 3.4077  -0.05
H: 1.5730 0.1505 -0.8713  0.02
H: -0.5728 1.9295 -5.9514  -0.03
H: 1.9527 -2.1786 -4.6661  0.04
H: 5.7219 -1.0141 2.2840  0.02
H: -2.5710 5.6935 0.9665  -0.05
H: -1.3794 4.2248 5.0747  0.05
O: -1.8864 -3.7418 5.3655  -0.09
H: -1.5092 -2.8754 5.5816  0.04
H: -0.9766 -4.1891 5.2236  0.08
O: -1.4715 -0.8118 -2.1881  0.06
H: -1.4522 -0.0227 -1.9754  -0.12
H: -1.0651 -1.3998 -1.5531  0.08
O: 0.2500 -4.9797 2.9585  -0.09
H: -0.4239 -5.1393 2.2375  0.04
H: 1.1456 -4.8748 2.5997  0.01
O: -0.4768 0.3001 -6.3713  -0.03
H: -0.5455 -0.4665 -5.8253  -0.02
H: -1.3286 0.7245 -6.4956  0.06
O: -2.3880 0.0606 2.9228  -0.14
H: -2.2448 1.0457 2.6585  0.00
H: -2.6524 -0.3715 2.0230  0.06
O: -5.7520 -3.2933 -1.5159  -0.11
H: -5.2723 -3.7393 -0.7430  0.05
H: -5.3280 -2.3593 -1.5427  0.04
O: -0.6080 0.6530 0.0577  0.00
H: -1.2032 0.9519 0.6210  -0.08
H: -0.3324 1.4415 -0.5279  0.04

=====

# 2
The following is a DFT calculation (wB97M-V/def2-TZVPD) of a 2-piece molecular cluster, C2HClNO2 overall at a distorted geometry.

The HOMO energy is -3.264 eV. The calculation puts the LUMO energy at 3.968 eV. The spin multiplicity is 1. Its total charge is -1. The relative energy (zero: lowest compared OMol25 entry of this formula, charge and spin) is 165.3 kJ/mol. The gap between HOMO and LUMO comes out at 7.23 eV.

Last column: Löwdin charge in e.
Element x y z (Å)
C: -0.7148 -0.2928 0.1170  -0.42
C: 1.7713 -0.4558 0.2310  -0.61
N: -1.8262 -0.3745 -0.3109  -0.06
O: 1.9958 0.0546 1.2297  0.13
O: 1.6393 -0.9198 -0.8315  0.10
Cl: -0.2841 1.8687 0.3209  -0.18
H: -2.5813 0.1196 -0.7562  0.03